No. 1
Molecular formula: C5H10Cl3N2OP
Method: DFT, ωB97M-V with the def2-TZVPD basis set

The value obtained for the orbital gap is 8.474 eV. The calculation puts the HOMO energy at -9.26 eV.

Geometry as ORCA input:
```
! RIJCOSX wB97M-V def2-TZVPD def2/J DEFGRID3
* xyz 0 1
C 0.447 1.376 -0.039
C 1.113 0.496 1.017
C -0.225 1.235 -2.363
C 1.344 -1.799 1.395
C -2.577 0.424 1.199
N 0.544 0.666 -1.295
N 0.655 -0.810 0.607
O 0.633 -2.030 -1.853
P 0.241 -0.991 -0.959
Cl -1.917 -1.006 -0.877
Cl -4.215 0.701 0.782
Cl -2.483 -0.824 2.444
H -0.565 1.510 0.215
H 1.162 2.231 -0.268
H 2.140 0.609 0.987
H 0.695 0.636 2.000
H 0.146 2.223 -2.636
H -0.415 0.583 -3.156
H -1.284 1.197 -2.022
H 1.287 -2.875 0.863
H 2.347 -1.482 1.553
H 0.925 -2.070 2.405
*
```

Atomic partial charges in e from the Löwdin method, atoms 1 to 2: number 1, C, carries -0.212; number 2, C, carries -0.182



No. 2
Molecular formula: C24H48N7O5PSTi
Method: DFT, ωB97M-V with the def2-TZVPD basis set

Its expectation value of S² is 0.753. The value obtained for the orbital gap (alpha / beta) is 8.301 / 8.495 eV. The calculation puts the HOMO energy (alpha / beta) at -10.91 / -11.10 eV.

Geometry as ORCA input:
```
! RIJCOSX wB97M-V def2-TZVPD def2/J DEFGRID3
* xyz 1 2
Ti -0.339 -0.611 0.695
C 1.972 -0.015 -1.250
N 1.794 0.143 0.216
C 2.654 -0.859 0.885
C 2.295 1.466 0.669
C 1.656 2.723 0.092
N 0.560 3.294 0.871
C 0.994 3.753 2.184
C 0.015 4.423 0.127
H 2.978 0.302 -1.541
H 1.237 0.575 -1.796
H 1.831 -1.060 -1.510
H 3.702 -0.722 0.598
H 2.354 -1.865 0.599
H 2.565 -0.747 1.965
H 3.363 1.491 0.419
H 2.226 1.476 1.755
H 1.285 2.528 -0.916
H 2.458 3.471 -0.017
H 1.821 4.478 2.121
H 1.308 2.917 2.806
H 0.157 4.240 2.687
H 0.757 5.222 -0.021
H -0.831 4.854 0.668
H -0.323 4.097 -0.858
O -0.478 0.236 2.482
N -1.477 0.059 3.362
C -1.297 0.571 4.601
C -2.260 0.433 5.554
C -3.438 -0.252 5.222
C -3.599 -0.762 3.962
C -2.596 -0.614 2.983
S -2.713 -1.222 1.401
H -0.349 1.069 4.741
H -2.100 0.843 6.539
H -4.217 -0.381 5.961
H -4.492 -1.299 3.678
C -0.802 -6.583 -0.381
C -1.578 -5.307 -0.665
C -1.282 -4.764 -2.056
C -3.069 -5.501 -0.458
O -1.213 -4.302 0.354
P 0.117 -3.469 0.339
O 1.344 -4.171 -0.047
O -0.173 -2.135 -0.426
O 0.150 -2.804 1.820
C 0.603 -3.515 3.036
C 2.118 -3.642 3.011
C -0.060 -4.882 3.103
C 0.149 -2.637 4.186
H -1.096 -7.355 -1.093
H -1.022 -6.943 0.625
H 0.268 -6.405 -0.476
H -1.628 -5.475 -2.806
H -0.209 -4.621 -2.195
H -1.796 -3.816 -2.214
H -3.444 -6.250 -1.156
H -3.600 -4.564 -0.628
H -3.270 -5.840 0.558
H 2.446 -4.152 2.106
H 2.440 -4.223 3.876
H 2.594 -2.663 3.071
H 0.302 -5.529 2.304
H -1.143 -4.788 3.025
H 0.185 -5.352 4.056
H 0.588 -1.642 4.098
H 0.475 -3.075 5.130
H -0.939 -2.556 4.200
C -5.547 2.007 -1.338
C -5.048 3.031 -0.324
C -5.042 2.453 1.089
C -3.680 3.597 -0.721
N -2.647 2.567 -0.790
C -1.967 1.991 0.191
N -1.228 1.044 -0.348
N -1.466 1.064 -1.678
N -2.312 1.976 -1.951
H -6.558 1.690 -1.083
H -4.915 1.116 -1.344
H -5.563 2.416 -2.349
H -5.720 3.894 -0.339
H -4.464 1.525 1.137
H -6.059 2.206 1.395
H -4.639 3.161 1.818
H -3.348 4.349 -0.005
H -3.718 4.050 -1.710
H -2.012 2.251 1.232
*
```

Atomic partial charges in e from the Löwdin method, atoms 1 to 2: number 1, Ti, carries 0.905; number 2, C, carries -0.061



No. 3
Molecular formula: C5H13NO
Method: DFT, ωB97M-V with the def2-TZVPD basis set

As for the SMILES: C=NCCCC.O. The value obtained for the orbital gap is 10.783 eV. The calculation puts the HOMO energy at -9.87 eV.

Geometry as ORCA input:
```
! RIJCOSX wB97M-V def2-TZVPD def2/J DEFGRID3
* xyz 0 1
C 1.952 1.129 0.337
N 0.844 0.533 0.268
C -0.328 1.365 0.584
C -1.316 1.391 -0.586
C -1.640 0.002 -1.192
C -2.054 -1.028 -0.141
H 2.818 0.510 0.564
H 2.004 2.219 0.292
H -0.756 1.039 1.532
H 0.022 2.403 0.673
H -0.805 1.963 -1.365
H -2.245 1.903 -0.363
H -0.732 -0.299 -1.712
H -2.454 0.103 -1.903
H -1.941 -2.028 -0.536
H -1.441 -0.962 0.763
H -3.069 -0.861 0.216
O 2.345 -2.708 0.677
H 1.788 -3.166 0.024
H 1.969 -1.817 0.635
*
```

Atomic partial charges in e from the Löwdin method, atoms 1 to 2: number 1, C, carries -0.042; number 2, N, carries -0.030



For reference, relative energy (zero: lowest compared OMol25 entry of this formula, charge and spin) by record: 12.0; 5.7; 38.2 kcal/mol.